10 unconnected molecules or ions with the total composition C56H98ClI2N3O11S2 in a non-equilibrium geometry, computed with ωB97M-V with the def2-TZVPD basis set.

Each line ends with the Mulliken charge.
Positions of all 173 atoms, in Å:
C 5.98654 4.10193 -5.55328  0.10
C 5.43461 3.30359 -4.82642  -1.35
C 4.83026 2.30633 -3.92734  0.88
C 5.45702 1.06386 -3.84078  -1.05
C 4.83235 0.12003 -2.92503  -0.76
C 3.67154 0.44493 -2.20351  -0.16
C 3.12722 -0.68138 -1.30869  0.53
C 3.41467 -2.12173 -1.86743  0.45
C 2.18447 -2.97945 -1.45163  -0.33
O 2.15046 -3.36298 -0.30048  -0.41
N 1.16634 -3.34102 -2.37460  -0.15
C -0.11350 -2.75196 -2.09934  0.22
C -0.89500 -2.33687 -3.20077  -0.59
C -2.16604 -1.79602 -3.01504  -0.60
C -2.74240 -1.63730 -1.73807  -0.54
C -1.95282 -2.03960 -0.64574  -0.51
C -0.67593 -2.58666 -0.82895  -0.45
C 3.05042 1.72390 -2.29495  -1.20
C 3.67504 2.61071 -3.19784  1.33
S 2.97872 4.24833 -3.48474  -0.32
C 1.24763 3.88054 -3.16787  0.67
C 0.29991 4.64163 -3.86543  -0.31
S 0.84641 5.94578 -4.99987  -0.25
C -1.06865 4.39757 -3.72073  -0.60
C -1.44249 3.36076 -2.85284  0.92
C -2.94256 2.99894 -2.68520  -0.87
C -3.91313 4.09359 -3.16668  0.00
O -3.67148 5.26169 -2.37775  -0.60
C -5.37749 3.62633 -2.99499  -0.35
N -5.76725 2.55331 -3.93783  -0.70
C -0.47647 2.61347 -2.14692  0.42
Cl -1.13253 1.33721 -1.13279  0.05
C 0.91271 2.84434 -2.26493  -1.81
N 1.87158 2.06640 -1.51650  1.62
C 2.20141 2.64567 -0.23074  -0.78
I 3.13669 4.59699 -0.03696  0.02
C 1.93740 2.05441 0.95108  0.79
C 2.32153 2.69498 2.29715  -1.82
I 0.96149 0.16821 1.09098  0.16
H 6.68172 4.70584 -6.11568  0.48
H 6.36669 0.82103 -4.39594  0.38
H 5.32711 -0.85365 -2.83518  0.50
H 2.02294 -0.57567 -1.34099  -0.16
H 3.44020 -0.55890 -0.26046  0.38
H 3.40462 -2.07794 -2.97186  -0.52
H 4.34067 -2.54751 -1.45118  0.46
H 1.41710 -3.06015 -3.32015  0.24
H -0.55305 -2.41699 -4.24138  0.35
H -2.79914 -1.48860 -3.85877  0.47
H -3.75440 -1.23684 -1.61043  0.42
H -2.40993 -1.92948 0.34563  0.43
H -0.13861 -2.90536 0.06932  0.78
H 1.09432 5.23529 -6.14073  0.19
H -1.80434 4.96800 -4.28484  0.35
H -3.17068 2.76142 -1.63225  0.45
H -3.06117 2.04542 -3.24450  0.31
H -3.74637 4.34921 -4.23192  0.33
H -4.03509 6.01527 -2.86190  0.38
H -5.58368 3.28887 -1.95759  0.27
H -6.01714 4.50555 -3.22768  0.17
H -6.55060 2.06941 -3.50768  0.28
H -5.00310 1.90147 -4.08971  0.25
H 1.94410 2.07287 3.12148  0.25
H 3.42660 2.69790 2.38399  0.42
H 1.89299 3.69711 2.42557  0.51
C 4.47985 -3.41238 -6.20449  -1.54
C 4.85893 -1.95176 -6.00578  1.02
C 4.75658 -1.17356 -7.30617  -1.33
O 6.18239 -1.87567 -5.49658  -0.51
H 5.15568 -3.89447 -6.91615  0.44
H 4.56391 -3.96123 -5.26404  0.33
H 3.45708 -3.50948 -6.57534  0.36
H 4.20371 -1.49260 -5.26108  -0.09
H 5.43840 -1.58481 -8.05608  0.30
H 5.04444 -0.13144 -7.15124  0.26
H 3.74120 -1.19867 -7.70711  0.43
H 6.77176 -2.27182 -6.15098  0.32
C -7.95164 6.52161 1.22588  -1.27
C -7.91758 5.06040 0.80412  0.24
C -6.76117 4.32119 1.46000  -0.68
O -7.79490 4.97607 -0.61516  -0.52
H -7.03307 7.03316 0.92382  0.32
H -8.77978 7.04104 0.74065  0.33
H -8.06443 6.61881 2.30746  0.36
H -8.85945 4.57882 1.07300  0.32
H -5.80226 4.76039 1.16613  0.29
H -6.74311 3.27796 1.14215  0.29
H -6.83916 4.35148 2.54692  0.03
H -6.96558 5.39834 -0.86687  0.32
C 3.22614 -2.68502 3.40441  -0.46
C 4.09897 -3.92810 3.38224  0.40
C 5.42258 -3.65955 2.68223  -1.17
O 3.40847 -4.98121 2.71350  -0.60
H 2.99140 -2.36177 2.38593  -0.16
H 2.27433 -2.89305 3.89920  -0.02
H 3.71853 -1.86154 3.92680  0.44
H 4.28642 -4.26545 4.40363  0.35
H 5.25639 -3.36390 1.64198  0.08
H 6.03517 -4.56243 2.66323  0.35
H 5.98276 -2.86783 3.18412  0.38
H 3.23554 -4.69450 1.80732  0.35
C -1.60798 0.92647 4.12775  -0.33
C -0.76998 1.89556 4.94022  0.95
C -1.59805 2.57295 6.02080  -1.65
O -0.21551 2.88662 4.07832  -0.45
H -2.42544 1.45311 3.62302  0.11
H -1.01077 0.44113 3.34457  -0.27
H -2.03338 0.14808 4.76339  0.12
H 0.06504 1.36288 5.39954  0.21
H -2.41550 3.15085 5.57758  0.30
H -0.98500 3.27390 6.59004  0.42
H -2.02280 1.84053 6.70999  0.33
H -0.94637 3.36347 3.66815  0.29
C 0.27730 -3.79632 6.78066  -1.03
C -0.83137 -2.89325 6.26404  0.53
C -1.34820 -3.36851 4.91416  -1.27
O -0.34354 -1.55636 6.14306  -0.42
H 1.13027 -3.79825 6.09499  0.13
H 0.64503 -3.43827 7.74398  0.26
H -0.07384 -4.82281 6.90093  0.42
H -1.65211 -2.87082 6.98434  0.22
H -0.54910 -3.35419 4.16684  0.17
H -2.13661 -2.70601 4.55054  0.30
H -1.74642 -4.38275 4.97790  0.45
H 0.38272 -1.56241 5.50838  0.27
C -5.54436 3.62260 5.35443  -1.34
C -5.51187 2.16376 4.92370  0.33
C -4.35873 1.42063 5.58052  -0.05
O -5.38466 2.08564 3.50360  -0.45
H -4.62367 4.13452 5.05867  0.27
H -6.36960 4.14707 4.87015  0.30
H -5.66062 3.71326 6.43599  0.41
H -6.45562 1.68248 5.18632  0.34
H -3.39940 1.86066 5.29238  -0.97
H -4.34090 0.37859 5.25651  0.32
H -4.44004 1.44649 6.66902  0.48
H -4.55380 2.50734 3.25653  0.25
C -1.27687 -1.59541 10.39978  -1.21
C -1.28585 -3.10994 10.54280  0.60
C -1.94830 -3.54141 11.84234  -1.46
O 0.05460 -3.59855 10.50676  -0.54
H -0.71269 -1.13283 11.21490  0.37
H -0.78906 -1.30186 9.46797  0.27
H -2.29114 -1.19125 10.40521  0.36
H -1.81354 -3.55437 9.69642  0.22
H -1.40587 -3.14257 12.70440  0.36
H -1.93744 -4.62867 11.93466  0.35
H -2.98304 -3.19710 11.89250  0.37
H 0.53027 -3.21170 11.25022  0.34
C -5.62132 -5.90863 -3.50840  -1.22
C -4.39915 -5.64158 -4.37356  0.30
C -3.14404 -5.50025 -3.52791  -0.96
O -4.60146 -4.44822 -5.13099  -0.55
H -5.79345 -5.07997 -2.81520  0.29
H -6.51610 -5.99769 -4.12689  0.33
H -5.50373 -6.82704 -2.93023  0.36
H -4.27108 -6.45649 -5.08832  0.33
H -3.23539 -4.65784 -2.83569  0.09
H -2.27724 -5.29895 -4.15981  0.28
H -2.95167 -6.40628 -2.94983  0.43
H -4.71585 -3.72130 -4.50855  0.34
C 9.50393 0.01873 -9.57930  -1.46
C 8.45984 0.05134 -8.47417  0.52
C 8.77685 1.12529 -7.44526  -0.94
O 8.40278 -1.22340 -7.83242  -0.49
H 10.49265 -0.21096 -9.17162  0.36
H 9.26949 -0.76208 -10.30472  0.35
H 9.55672 0.97569 -10.10136  0.38
H 7.47438 0.23636 -8.90554  0.25
H 9.74194 0.93166 -6.96786  0.35
H 8.02512 1.13085 -6.65378  0.00
H 8.80800 2.11526 -7.90391  0.38
H 9.26761 -1.40156 -7.44578  0.33

Atoms 1-6, force components in eV/Å:
C 0.2127 -0.7932 0.6146
C -0.0143 0.2014 -0.0487
C 0.9886 0.3854 -1.1246
C -1.6524 -1.0941 2.0977
C 1.0717 1.7496 -1.5602
C 0.3244 -0.8632 0.4168

**Total energy**: -5036.313009 Ha
**Total charge**: 0
**SMILES**: C#Cc1ccc(CCC(=O)Nc2ccccc2)c2c1Sc1c(S)cc(C[C@H](O)CN)c(Cl)c1N2/C(I)=C(/C)I.CC(C)O.CC(C)O.CC(C)O.CC(C)O.CC(C)O.CC(C)O.CC(C)O.CC(C)O.CC(C)O

***

A molecular structure, C57H111O47P5 in a non-equilibrium geometry, computed with ωB97M-V with the def2-TZVPD basis set.

Each line ends with the Mulliken charge.
Positions of all 220 atoms, in Å:
C -1.25126 4.13040 -2.75458  1.56
C -0.92658 3.69032 -1.32655  1.92
O -0.66097 5.00018 -0.71399  -0.83
C -1.01266 6.00864 -1.50113  0.69
O -0.84145 7.15893 -1.24770  -0.54
O -1.65347 5.48881 -2.58600  -0.49
H -2.09262 3.55131 -3.13138  -0.70
H -0.45110 3.92688 -3.46043  -0.80
H 0.04480 3.21261 -1.26812  -0.38
H -1.69964 3.19794 -0.74690  -0.28
C -2.97214 -5.80663 0.93448  -0.37
C -2.15090 -4.76300 1.67682  0.84
O -0.83691 -5.37914 1.54504  -0.32
C -0.82212 -6.17679 0.45966  0.66
O 0.13411 -6.83144 0.14942  -0.60
O -2.05570 -6.29068 -0.02525  -0.31
H -3.75319 -5.33400 0.33499  0.16
H -3.48668 -6.50360 1.59593  0.30
H -2.40682 -4.72169 2.73241  0.18
H -2.15593 -3.76996 1.22877  -0.46
C 3.76605 -0.95563 -0.73359  0.71
C 4.21516 -2.35064 -1.21120  -0.44
O 3.45898 -2.50811 -2.41662  -0.38
C 3.06929 -1.32009 -2.89132  0.56
O 2.53718 -1.07520 -3.92635  -0.53
O 3.40491 -0.37089 -1.99739  -0.06
H 4.56612 -0.27867 -0.43049  0.50
H 3.02001 -0.94399 0.05380  -0.88
H 3.81322 -3.03219 -0.46144  0.34
H 5.27026 -2.51859 -1.40305  0.26
C 3.61925 2.81951 5.70196  -0.46
C 3.85713 1.49969 6.44274  -0.20
O 5.00374 0.98754 5.76529  -0.33
C 5.10906 1.53897 4.56788  0.73
O 5.87231 1.14432 3.72793  -0.57
O 4.21538 2.52038 4.40640  -0.21
H 4.23954 3.64410 6.05131  0.35
H 2.56862 3.06821 5.59171  0.30
H 3.02337 0.84332 6.19031  0.10
H 3.98328 1.67803 7.50524  0.37
C 2.08227 2.01605 -3.46437  0.81
C 2.14145 1.76602 -4.99896  -0.37
O 2.36311 3.15406 -5.42770  -0.49
C 2.05049 4.05593 -4.46581  0.69
O 2.03930 5.23287 -4.63463  -0.65
O 1.84593 3.41515 -3.32007  -0.24
H 3.12552 1.94117 -3.15618  0.08
H 1.36438 1.43545 -2.89402  -0.31
H 1.35140 1.29007 -5.56791  -0.01
H 3.12233 1.39122 -5.28135  0.44
C -6.22731 -3.95116 -3.47190  -0.42
C -5.28123 -4.09200 -4.67220  -0.42
O -3.99559 -4.34766 -4.08045  -0.24
C -4.07622 -4.01258 -2.79760  0.53
O -3.17918 -4.08987 -2.00866  -0.34
O -5.31172 -3.61593 -2.42270  -0.29
H -6.62708 -4.94690 -3.27760  0.30
H -6.96879 -3.23300 -3.80744  0.33
H -5.25349 -3.12990 -5.18969  0.20
H -5.44335 -4.88887 -5.39292  0.35
C -1.84051 5.39105 0.63392  -0.24
C -2.60676 4.20379 0.00012  -0.04
O -2.66123 3.21517 1.01109  -0.12
C -1.87154 3.56606 2.07173  0.10
O -1.55599 2.86313 2.98132  -0.52
O -1.26688 4.70484 1.77520  -0.28
H -2.53929 6.18218 0.90657  0.35
H -0.94433 5.84398 0.21683  0.04
H -2.18401 3.81163 -0.92547  -0.41
H -3.63017 4.50472 -0.22106  0.31
C 1.86451 -6.05777 -4.05134  -0.38
C 0.86178 -5.20210 -3.27351  0.62
O -0.28468 -5.07344 -4.12754  -0.02
C -0.09177 -5.81768 -5.22852  0.40
O -0.79838 -5.81887 -6.18160  -0.54
O 1.11231 -6.49164 -5.19209  -0.38
H 2.15674 -6.93502 -3.47289  0.32
H 2.81820 -5.56093 -4.23522  0.24
H 1.26978 -4.20779 -3.11850  -0.16
H 0.62376 -5.83634 -2.42182  -0.09
C -5.73800 2.79644 -0.69527  -0.04
C -6.95501 1.87844 -0.63943  -0.32
O -6.82057 1.06700 -1.78703  -0.39
C -5.57924 1.17147 -2.27890  0.21
O -5.19020 0.54238 -3.20990  -0.42
O -4.84611 2.04129 -1.53955  0.12
H -5.21115 3.02087 0.22984  0.01
H -5.94244 3.77133 -1.14725  0.34
H -7.89549 2.42216 -0.66074  0.33
H -6.83916 1.18656 0.19988  0.13
C 0.92618 0.34088 3.40610  -0.86
C -0.26555 0.99797 2.68998  0.78
O -0.79021 -0.01884 1.84619  0.95
P -1.07449 0.05805 0.27137  -1.06
O -0.02499 0.72888 -0.53453  0.68
O -1.46604 -1.45100 -0.14568  0.76
C -0.57218 -2.35615 -0.73334  -0.49
C 0.67194 -2.63491 0.05927  0.22
O -2.50382 0.78737 0.18093  0.70
C -2.95037 1.01466 -1.18265  1.01
C -3.41355 -0.20667 -1.96049  -1.74
H 0.68685 -0.61684 3.84775  0.52
H 1.73871 0.29880 2.67888  -0.18
H 1.28463 1.11169 4.09877  0.18
H -0.87061 1.31822 3.54116  -0.68
H -0.00323 1.88051 2.10487  -0.64
H -0.97501 -3.26358 -1.19243  0.48
H -0.26576 -1.85769 -1.67092  -0.11
H 0.35514 -2.93666 1.06064  0.09
H 1.25468 -3.40873 -0.43783  0.68
H 1.19154 -1.67884 0.09042  -1.01
H -3.67052 1.82839 -1.21302  0.17
H -2.12565 1.38693 -1.79870  -0.58
H -4.22312 -0.77503 -1.49478  0.03
H -3.92565 0.23132 -2.82482  1.06
H -2.68750 -0.91219 -2.35615  -0.37
C 4.20918 8.15158 -0.68027  -1.48
C 4.10768 6.77914 -0.08471  0.22
O 4.44793 5.84701 -1.09107  -0.26
P 4.52939 4.28108 -0.81987  0.19
O 4.89560 3.42940 -1.95660  -0.73
O 5.51199 4.23171 0.45738  -0.06
C 6.93109 4.37944 0.28861  -0.29
C 7.46572 3.00012 -0.08066  -1.04
O 3.05664 3.93680 -0.32002  0.36
C 2.65377 2.62387 0.15047  1.15
C 3.16916 2.38797 1.55340  -0.86
H 5.19710 8.41444 -1.07200  0.33
H 3.56188 8.25049 -1.55491  0.33
H 4.00055 9.00871 -0.03754  0.41
H 4.83714 6.64491 0.72380  0.23
H 3.14124 6.68369 0.41823  0.15
H 7.11183 5.16548 -0.44633  0.32
H 7.32573 4.61053 1.27834  0.28
H 7.18411 2.67627 -1.08004  0.28
H 8.54860 2.88174 0.03799  0.44
H 7.11950 2.23085 0.61435  0.17
H 1.58665 2.65349 -0.04791  -0.99
H 3.06125 1.89861 -0.55929  -0.29
H 3.89085 3.10906 1.93421  0.77
H 2.41183 2.43737 2.33684  0.23
H 3.70362 1.43765 1.62171  0.07
C 3.74630 -1.59394 3.68127  -0.17
C 3.76917 -3.08113 4.15701  -0.55
O 4.54912 -3.17654 5.34817  -0.03
P 4.95099 -4.53771 6.04068  0.57
O 5.71325 -4.35332 7.29500  -0.80
O 3.53978 -5.34457 6.18863  -0.18
C 2.94570 -5.32569 7.48441  -0.32
C 1.92595 -6.48428 7.56849  -1.14
O 5.68689 -5.30868 4.89782  -0.29
C 5.71701 -6.73054 4.73579  -0.10
C 5.28040 -7.02731 3.31084  -1.15
H 3.18464 -1.15319 4.50242  -0.11
H 4.70013 -1.12676 3.45369  0.53
H 3.21858 -1.72879 2.73388  -0.01
H 2.79683 -3.48898 4.43627  0.35
H 4.32197 -3.63379 3.39063  0.25
H 3.73998 -5.44981 8.22296  0.39
H 2.45475 -4.39614 7.78231  0.31
H 1.59073 -6.73426 8.57386  0.38
H 1.09117 -6.17332 6.94040  0.23
H 2.34242 -7.41913 7.19228  0.29
H 6.74327 -7.06754 4.88969  0.31
H 5.14773 -7.29478 5.47433  0.25
H 4.20025 -6.87068 3.18657  0.27
H 5.65815 -6.28660 2.60697  0.28
H 5.35794 -8.06803 2.99934  0.40
C -4.90997 2.86071 -7.58793  -1.55
C -4.21400 2.16971 -6.44046  0.27
O -2.87243 1.95125 -6.86298  -0.31
P -1.74435 1.65921 -5.77683  -1.74
O -2.22055 1.65444 -4.39532  1.49
O -0.54501 2.68596 -6.04681  0.17
C -0.08616 3.08553 -7.33248  -0.13
C -0.81779 4.28936 -7.92764  -1.39
O -1.05852 0.34541 -6.29482  -0.28
C -1.11115 -0.91249 -5.52504  1.45
C -1.95672 -1.97703 -6.18717  -1.42
H -5.97990 2.99596 -7.41593  0.45
H -4.53979 3.88863 -7.64479  0.33
H -4.75319 2.38527 -8.55501  0.32
H -4.34300 2.83448 -5.58503  0.06
H -4.78069 1.26269 -6.21480  0.18
H 0.92656 3.47679 -7.28102  0.36
H -0.20516 2.23523 -8.00571  0.31
H -0.93017 5.04493 -7.14500  0.34
H -0.29816 4.77257 -8.75413  0.43
H -1.82649 4.08126 -8.29334  0.21
H -0.07176 -1.18295 -5.35423  0.21
H -1.52870 -0.62267 -4.56013  -0.79
H -1.29922 -2.82769 -6.37624  0.40
H -2.88899 -2.15511 -5.66312  0.07
H -2.14626 -1.70842 -7.23047  0.47
C -1.88192 -2.55436 6.26070  -1.61
C -2.29887 -2.16424 4.85692  0.02
O -2.65196 -0.76044 4.78992  0.46
P -4.20208 -0.41488 4.99731  0.54
O -5.07748 -1.54440 5.41947  -0.85
O -4.16987 0.86758 5.94479  -0.44
C -3.46926 2.00988 5.39900  1.83
C -2.81239 2.76905 6.53055  -1.52
O -4.64342 0.23014 3.59214  -0.05
C -5.54491 -0.48611 2.72694  -0.81
C -4.69527 -0.63647 1.43625  -0.19
H -2.71437 -2.71694 6.94591  0.35
H -1.38785 -3.52646 6.15545  0.42
H -1.19312 -1.88924 6.78188  0.30
H -1.52081 -2.39506 4.13469  0.07
H -3.16469 -2.77213 4.59162  0.49
H -2.70275 1.61039 4.73490  -1.25
H -4.14732 2.59949 4.78279  0.28
H -2.62725 3.82270 6.30809  0.36
H -3.45300 2.88594 7.40991  0.38
H -1.88483 2.32775 6.89213  0.32
H -5.76254 -1.50144 3.07171  0.46
H -6.54924 -0.06580 2.74669  0.32
H -5.33288 -1.00231 0.62138  0.53
H -4.50962 0.39322 1.14713  -0.32
H -3.83330 -1.29351 1.45395  0.05

Atoms 1-6, force components in eV/Å:
C -1.4310 -1.3731 0.3378
C 8.9497 -1.1517 -3.5401
O 6.9422 -6.0214 -9.0687
C 0.1965 -0.0942 -3.1636
O -0.2577 -0.3725 -0.1120
O 0.5103 0.8400 -0.4393

**Total energy**: -7481.501064 Ha
**Total charge**: 0